An isolated molecule of C7H8O2S, computed with the ωB97M-V functional and the def2-TZVPD basis.

Structure (XYZ):
```
18
Properties=species:S:1:pos:R:3:forces:R:3:mulliken_charge:R:1
C -0.84226 -2.25256 -0.51046 -4.4186 -2.0018 -0.1959 -0.20
C 0.44555 -2.59851 -0.56431 4.4968 0.8188 -0.6799 -0.70
C -1.35140 -1.29326 0.20882 -1.0548 0.7210 0.2229 0.21
C 1.13507 0.29810 -0.14061 -2.3232 0.2131 -0.8359 0.11
C 2.56166 2.24985 0.33414 0.6617 -0.1048 -0.9765 -0.78
C 1.99309 1.35677 -0.52015 1.0967 0.6148 1.7092 -0.45
C -1.72310 0.00388 0.54365 1.3391 -2.3837 1.2498 -0.67
O 1.37381 -0.56059 1.02840 -0.4821 -0.6059 1.1329 -0.35
O 2.92822 -1.69816 -0.43172 1.3660 -1.0341 -1.1364 -0.65
S 1.56102 -1.32886 -0.36309 -0.2248 -0.4917 1.4140 1.03
H -1.61341 -3.08111 -0.87764 1.3441 1.9690 0.6462 0.27
H 0.88736 -3.47856 -0.97430 0.0344 -0.3331 -0.0958 0.45
H 3.10055 3.06388 -0.18226 -0.1443 -0.3876 0.7015 0.26
H 2.67263 2.17638 1.45657 -0.6802 -0.0406 -1.5712 0.26
H 2.12392 1.30740 -1.59171 0.0891 0.9548 -0.2142 0.30
H -2.21299 0.43931 -0.24959 -1.4591 1.4480 -1.6250 0.38
H -0.64206 0.53421 0.32963 0.4492 -0.4558 0.0095 0.27
H -2.16497 -0.03472 1.52736 -0.0900 1.0996 0.2447 0.27
```
Forces are in eV/Å.

Gap between HOMO and LUMO (alpha / beta) ... 6.4 / 6.4 eV
F_max ... 0.0944 Eh/bohr
Calculated total energy ... -819.8228 Ha
Relative energy (zero: lowest compared OMol25 entry of this formula, charge and spin) ... 9.877 eV